{"formula": "C22H31KN6O", "method": "the ωB97M-V functional and the def2-TZVPD basis", "elements": ["K", "N", "C", "C", "N", "C", "C", "N", "H", "H", "H", "H", "H", "H", "H", "H", "H", "H", "H", "H", "H", "C", "C", "C", "C", "C", "C", "N", "C", "C", "C", "C", "C", "N", "C", "C", "C", "C", "C", "C", "N", "H", "H", "H", "H", "H", "H", "H", "H", "H", "H", "H", "H", "H", "H", "H", "C", "O", "H", "H", "H"], "positions_angstrom": [[-0.266924, 0.941659, -0.697372], [-2.144111, 1.697456, 0.972834], [-2.043052, 1.227269, 2.310073], [-2.400606, -0.260021, 2.509931], [-1.617831, -1.095871, 1.571208], [-1.683069, -2.527462, 1.691341], [-0.658406, -3.196350, 0.748439], [-1.053416, -3.057340, -0.627614], [-2.627476, 2.558558, 0.952009], [-2.664913, 1.043837, 0.398801], [-2.675095, 1.831049, 2.968531], [-1.033814, 1.352920, 2.697719], [-3.500042, -0.384360, 2.413674], [-2.109589, -0.452538, 3.559067], [-1.869962, -0.856995, 0.628505], [-2.687499, -2.907523, 1.406711], [-1.443728, -2.833939, 2.711915], [-0.632689, -4.279611, 1.029888], [0.318908, -2.800735, 1.040982], [-0.287855, -3.437201, -1.225169], [-1.217685, -2.053067, -0.882875], [-1.422071, -1.615588, -3.911260], [-0.451738, -0.450191, -3.802197], [-0.906921, 0.822253, -4.127274], [-0.073073, 1.874385, -3.953728], [1.223170, 1.661817, -3.424990], [1.556411, 0.376725, -3.042706], [0.766440, -0.693017, -3.340004], [2.623347, -0.013558, -2.055724], [3.330671, -1.216774, -2.103725], [3.885285, -1.711553, -0.950604], [3.686138, -1.052805, 0.243827], [3.088833, 0.215908, 0.217288], [2.566673, 0.693617, -0.928394], [2.819788, 0.967741, 1.488881], [3.360830, 0.537446, 2.749447], [2.947493, 1.235739, 3.861017], [1.982776, 2.246749, 3.784550], [1.515966, 2.578012, 2.521795], [0.580123, 3.666768, 2.290254], [1.931297, 1.939605, 1.418324], [-2.298017, -1.328671, -4.503803], [-1.719784, -1.847853, -2.874099], [-0.951020, -2.577494, -4.304975], [-1.897047, 0.944804, -4.513560], [-0.411751, 2.840895, -4.308270], [1.890111, 2.499400, -3.079220], [3.472054, -1.852147, -2.980248], [4.443518, -2.629893, -0.906521], [4.199233, -1.444513, 1.135974], [4.237657, -0.096614, 2.837570], [3.337926, 0.941639, 4.873086], [1.519529, 2.747185, 4.636349], [1.173515, 4.612102, 2.207203], [-0.098486, 3.827628, 3.145594], [0.046757, 3.581678, 1.352331], [-3.534462, -0.550953, -1.184270], [-2.188723, -0.290019, -1.119896], [-3.940828, -0.856984, -0.185212], [-3.789985, -1.380489, -1.857057], [-4.202781, 0.287282, -1.484351]], "atomic_forces_ev_per_a": [[0.820, 0.207, 0.094], [0.026, -0.132, -0.849], [-0.106, -0.720, 1.583], [0.409, 0.129, -0.278], [0.241, 0.983, 1.242], [-0.148, -0.644, -0.379], [-0.654, -0.653, 1.539], [0.967, 0.371, -1.201], [-0.543, 0.980, -0.124], [0.067, -0.083, -0.365], [-0.129, -0.159, 0.206], [0.371, 0.003, -0.047], [0.305, -0.134, 0.003], [-0.199, -0.390, -0.426], [-0.257, 0.363, -0.831], [0.244, -0.075, 0.296], [-0.126, 0.045, 0.088], [-0.070, 0.630, -0.338], [0.263, 0.232, -0.257], [-0.948, 0.592, 0.428], [0.105, -0.930, 0.188], [0.901, -0.952, 0.059], [-0.484, -1.443, -0.436], [-0.002, -0.438, 0.072], [1.298, 0.763, -0.394], [0.204, 1.064, 1.174], [-0.218, -0.892, -0.642], [0.091, 0.692, 0.532], [-0.171, -0.249, 0.409], [0.263, -0.650, -0.841], [-0.103, 0.164, 0.592], [1.080, 0.937, 0.625], [-0.105, -0.685, -0.319], [0.028, 0.101, 0.567], [0.328, -0.874, 1.019], [0.260, 1.416, -1.271], [-0.181, -0.215, 1.836], [-0.163, -0.366, -0.387], [0.829, -1.082, -0.142], [-0.346, 2.234, 0.469], [-0.165, 0.027, -0.170], [0.183, -0.241, 0.181], [-0.191, 0.197, -0.474], [-0.464, 1.440, 0.265], [-0.386, 0.085, -0.071], [0.250, 0.193, 0.317], [-0.796, -0.865, -0.711], [-0.462, 0.642, -0.108], [0.049, -0.263, -0.372], [-0.748, 0.212, -0.328], [-0.460, -0.309, -0.170], [-0.310, 0.372, -1.149], [0.513, -0.232, -0.025], [-0.393, -0.529, 0.049], [0.103, -0.157, -0.452], [-0.232, -0.263, 0.001], [-0.438, -0.379, 0.554], [-0.505, 0.032, -0.343], [-0.026, -0.048, -0.234], [-0.065, -0.158, -0.150], [0.396, 0.106, -0.104]], "lowdin_charge": [0.800, -0.053, -0.291, -0.199, -0.065, -0.245, -0.311, 0.002, 0.067, 0.028, 0.111, 0.084, 0.116, 0.115, 0.010, 0.120, 0.108, 0.111, 0.093, 0.080, 0.032, -0.023, -0.326, -0.045, -0.070, -0.042, -0.266, 0.172, -0.217, -0.008, -0.061, -0.011, -0.192, 0.121, -0.195, -0.014, -0.069, -0.020, -0.360, -0.051, 0.147, 0.078, 0.044, 0.104, 0.117, 0.113, 0.135, 0.121, 0.110, 0.113, 0.103, 0.125, 0.117, 0.104, 0.091, 0.065, -0.321, -0.589, 0.064, 0.058, 0.064], "lumo_ev": -0.0764, "e_above_lowest_kcal_mol": 11.20, "homo_lumo_gap_ha": 0.2724}